{
  "formula": "C12H9ClILaN3O",
  "method": "ωB97M-V/def2-TZVPD",
  "total_charge": 3,
  "energy_ev": -40549.5470,
  "elements": ["La", "I", "Cl", "O", "N", "N", "N", "C", "C", "C", "C", "C", "C", "C", "C", "C", "C", "C", "C", "H", "H", "H", "H", "H", "H", "H", "H", "H"],
  "positions_angstrom": [[-0.696, 0.386, 3.840], [-1.617, 2.593, 2.487], [4.755, -0.560, -1.654], [0.251, 4.293, -0.488], [1.242, 2.168, 0.600], [-3.543, 0.121, 1.351], [-2.910, -2.081, -0.919], [0.813, 3.239, -0.089], [2.030, -0.008, -1.678], [-0.554, -1.015, -1.266], [3.243, -0.646, 0.680], [0.605, 0.027, -0.934], [-4.136, -2.040, -0.159], [0.255, 1.101, 0.203], [-2.307, 0.013, 0.594], [3.314, 0.170, -0.711], [-1.155, 1.093, 0.925], [-1.975, -1.045, -0.511], [-4.424, -0.954, 0.948], [3.689, -1.695, 0.537], [3.950, -0.101, 1.434], [-5.458, -1.007, 1.481], [2.206, -0.670, 1.181], [-0.366, -1.804, -2.103], [-4.935, -2.848, -0.388], [2.146, -0.935, -2.377], [3.535, 1.298, -0.576], [2.043, 0.907, -2.407]],
  "mulliken_charge": [1.937, 0.357, -0.127, -0.335, -0.426, -0.386, -0.390, 0.721, -1.027, -0.657, -0.892, 0.468, -0.182, 0.539, 0.730, 0.127, -0.688, 0.230, -0.152, 0.446, 0.307, 0.394, 0.006, 0.405, 0.387, 0.502, 0.350, 0.357]
}